# 1
{"formula": "C32H48F6O24P", "method": "ωB97M-V/def2-TZVPD", "orbital_gap_ev": 10.6, "homo_ev": -8.87, "total_charge": -1, "e_above_lowest_kcal_mol": 75.8, "elements": ["P", "F", "F", "F", "F", "F", "F", "C", "C", "C", "O", "C", "O", "O", "H", "H", "H", "H", "H", "H", "C", "C", "C", "O", "C", "O", "O", "H", "H", "H", "H", "H", "H", "C", "C", "C", "O", "C", "O", "O", "H", "H", "H", "H", "H", "H", "C", "C", "C", "O", "C", "O", "O", "H", "H", "H", "H", "H", "H", "C", "C", "C", "O", "C", "O", "O", "H", "H", "H", "H", "H", "H", "C", "C", "C", "O", "C", "O", "O", "H", "H", "H", "H", "H", "H", "C", "C", "C", "O", "C", "O", "O", "H", "H", "H", "H", "H", "H", "C", "C", "C", "O", "C", "O", "O", "H", "H", "H", "H", "H", "H"], "coordinates": [[3.5619, -6.3950, 8.9608], [2.5045, -5.7557, 9.9805], [3.3293, -7.9098, 9.5368], [2.4693, -6.6915, 7.8306], [4.6613, -7.0923, 7.9784], [4.0329, -4.9741, 8.3835], [4.7772, -6.2760, 10.0424], [4.7802, -10.5841, 9.5222], [3.9259, -11.8429, 9.7475], [4.0105, -12.7465, 8.4949], [4.2061, -14.0392, 9.1142], [4.8381, -13.8513, 10.2768], [5.4636, -14.6609, 10.8913], [4.5579, -12.6343, 10.7640], [5.8286, -10.8766, 9.4364], [4.6778, -9.8356, 10.3012], [4.5250, -10.1877, 8.5362], [2.9104, -11.6847, 10.1044], [4.8393, -12.5048, 7.8304], [3.1079, -12.6643, 7.8925], [7.7425, -7.6319, 10.7907], [7.7193, -7.7692, 9.2911], [8.4681, -6.6820, 8.4818], [9.3037, -7.3716, 7.5510], [9.2124, -8.7175, 7.7543], [9.6297, -9.5209, 6.9914], [8.4348, -8.9457, 8.8138], [7.6450, -8.6190, 11.2458], [6.8803, -6.9939, 10.9894], [8.6677, -7.2496, 11.2219], [6.7523, -8.0451, 8.8689], [9.1142, -6.0474, 9.0835], [7.7208, -6.1678, 7.8775], [3.1856, -2.3735, 11.4226], [2.9826, -3.2788, 12.6261], [2.4945, -2.6228, 13.9501], [1.3246, -3.3544, 14.2961], [0.9172, -4.0878, 13.2262], [-0.1306, -4.6435, 13.1148], [1.8225, -4.0393, 12.2725], [4.0110, -1.7090, 11.6818], [2.2606, -1.8396, 11.2290], [3.4367, -3.1360, 10.6877], [3.8118, -3.9625, 12.8070], [2.2714, -1.5635, 13.7935], [3.2530, -2.6275, 14.7317], [2.6932, -8.8344, 12.5582], [1.7415, -7.8719, 13.2528], [0.4370, -7.7928, 12.4737], [-0.5093, -8.1456, 13.4621], [0.0369, -8.3103, 14.6813], [-0.6247, -8.3869, 15.6737], [1.3625, -8.3391, 14.5793], [3.3018, -8.2887, 11.8280], [2.3965, -9.6661, 11.9192], [3.4281, -9.2218, 13.2695], [2.2108, -6.9346, 13.5535], [0.2660, -8.6021, 11.7487], [0.2404, -6.8947, 11.8841], [2.6850, -4.2514, 4.5918], [3.8884, -3.7125, 5.2973], [5.2137, -3.6362, 4.4852], [5.5683, -2.2342, 4.4939], [4.6882, -1.5229, 5.2592], [4.8490, -0.3897, 5.6057], [3.7183, -2.3187, 5.6659], [2.6755, -4.0192, 3.5209], [1.7403, -3.8547, 4.9585], [2.6908, -5.3435, 4.5582], [4.2466, -4.0099, 6.2841], [4.9913, -3.9620, 3.4709], [5.9926, -4.1806, 5.0078], [0.5833, -10.1867, 7.9886], [0.1760, -8.7664, 7.6576], [0.0395, -8.2060, 6.2631], [-1.3797, -8.1679, 6.0931], [-2.0035, -8.3005, 7.2780], [-3.1774, -8.3934, 7.4290], [-1.0927, -8.4166, 8.2784], [-0.1746, -10.9528, 7.8125], [0.9166, -10.3704, 9.0098], [1.4657, -10.3566, 7.3599], [0.8657, -8.1469, 8.2300], [0.3912, -8.8007, 5.4221], [0.4866, -7.2129, 6.1970], [1.3306, -3.0855, 8.3741], [0.1830, -4.0648, 8.5129], [-0.7555, -4.0508, 9.7474], [-2.0717, -3.8355, 9.1945], [-2.0181, -3.7131, 7.8789], [-2.9394, -3.4330, 7.1786], [-0.7450, -3.8254, 7.4297], [0.9978, -2.0485, 8.4955], [1.7357, -3.0295, 7.3639], [2.1106, -3.3121, 9.0922], [0.6043, -5.0603, 8.3678], [-0.6611, -3.1978, 10.4207], [-0.7110, -4.9448, 10.3631], [5.3676, -10.1052, 5.4399], [3.9224, -9.7513, 5.2407], [3.5290, -8.2949, 5.1359], [2.4806, -8.3243, 4.1702], [2.6514, -9.3840, 3.3745], [2.1700, -9.5147, 2.2899], [3.5790, -10.2010, 3.9091], [6.1343, -9.7438, 4.7542], [5.4471, -11.1943, 5.4460], [5.7717, -9.7715, 6.4025], [3.2699, -10.3439, 5.8915], [4.3579, -7.6694, 4.7801], [3.2531, -7.7701, 6.0502]]}

# 2
{"formula": "C4H12", "method": "ωB97M-V/def2-TZVPD", "orbital_gap_ev": [2.7, 12.3], "homo_ev": [1.60, -7.68], "total_charge": -1, "spin_multiplicity": 2, "e_above_lowest_kcal_mol": 9.0, "elements": ["C", "C", "H", "H", "H", "H", "H", "H", "C", "C", "H", "H", "H", "H", "H", "H"], "coordinates": [[-1.4494, -0.1616, -1.5127], [-0.8395, 1.2124, -1.2958], [-2.3866, -0.0435, -2.0520], [-0.8111, -0.8191, -2.1162], [-1.6076, -0.7792, -0.6239], [-1.5648, 2.0068, -1.5232], [-0.0869, 1.4694, -2.0583], [-0.4273, 1.5117, -0.3330], [1.7983, -0.5099, 1.0176], [0.5241, -0.5098, 1.8519], [2.1142, -1.5520, 0.8563], [1.5782, -0.1046, 0.0364], [2.6534, -0.0562, 1.5268], [-0.1844, -1.2367, 1.4451], [0.6705, -0.8832, 2.8617], [0.0190, 0.4554, 1.9195]]}

# 3
{"formula": "C5H11NO", "method": "ωB97M-V/def2-TZVPD", "orbital_gap_ev": 9.8, "homo_ev": -8.87, "e_above_lowest_kcal_mol": 36.1, "elements": ["C", "C", "C", "N", "C", "C", "O", "H", "H", "H", "H", "H", "H", "H", "H", "H", "H", "H"], "coordinates": [[1.4786, -2.2321, -0.7056], [1.4793, -0.8718, -1.4353], [0.0797, -0.2766, -1.5723], [-0.5599, -0.0392, -0.3087], [-0.1364, 1.0202, 0.5614], [-1.3303, 1.4724, 1.3791], [-1.3698, 1.4381, 2.5799], [2.4955, -2.5706, -0.5219], [0.9636, -3.0028, -1.2902], [0.8830, -2.1471, 0.2120], [1.8471, -1.0523, -2.4557], [2.1320, -0.1838, -0.9040], [-0.5457, -0.9339, -2.1679], [0.1967, 0.6461, -2.1566], [-1.5396, -0.2758, -0.2509], [0.2361, 1.8971, 0.0058], [0.6295, 0.7158, 1.2929], [-2.2082, 1.8280, 0.8049]]}

# 4
{"formula": "BF4H26O13", "method": "ωB97M-V/def2-TZVPD", "orbital_gap_ev": 9.2, "homo_ev": -6.74, "total_charge": -1, "e_above_lowest_kcal_mol": 28.9, "elements": ["B", "F", "F", "F", "F", "O", "H", "H", "O", "H", "H", "O", "H", "H", "O", "H", "H", "O", "H", "H", "O", "H", "H", "O", "H", "H", "O", "H", "H", "O", "H", "H", "O", "H", "H", "O", "H", "H", "O", "H", "H", "O", "H", "H"], "coordinates": [[0.6168, -0.9727, -0.0593], [0.7228, -2.3757, 0.2517], [1.6498, -0.5867, -0.8723], [-0.6102, -0.8457, -0.8043], [0.5508, -0.1257, 1.0437], [0.9218, 2.6073, 0.7757], [1.7988, 2.2563, 0.8867], [0.4608, 2.6793, 1.6317], [1.7738, 0.3783, 3.0737], [1.7388, 1.3083, 3.4127], [1.2708, 0.4123, 2.2577], [-1.4742, -0.0167, 3.2317], [-1.1302, -0.8907, 2.9377], [-0.7752, 0.2443, 3.8037], [-2.2622, -2.8637, 0.0407], [-2.2972, -3.8157, 0.0307], [-1.4392, -2.6727, -0.3943], [-3.6392, 0.0863, -0.3183], [-3.2982, 0.8153, 0.1847], [-3.3712, -0.7097, 0.1287], [0.0778, 1.8363, -1.5273], [-0.0962, 1.0133, -1.9503], [0.5718, 1.7513, -0.6763], [-2.4762, 0.8483, -2.5703], [-2.2122, 0.1053, -3.0733], [-3.0962, 0.5103, -1.9013], [-1.1322, -1.5127, -3.2783], [-0.9292, -1.3657, -2.3213], [-1.9852, -1.9477, -3.3653], [0.7618, -2.8447, 3.5777], [-0.1862, -3.1427, 3.7997], [1.1948, -3.0887, 2.8007], [3.3648, 1.9553, 1.3177], [3.0728, 1.0853, 1.6487], [3.9878, 1.7663, 0.6257], [3.6608, 1.3243, -1.4003], [3.6038, 1.7473, -2.2533], [3.2858, 0.4273, -1.4523], [-1.8222, 1.7543, 0.8827], [-1.4152, 1.7763, -0.0463], [-1.3882, 1.0833, 1.3557], [0.5938, 0.2843, -4.0563], [1.3898, 0.1353, -3.5483], [-0.0332, -0.4137, -3.8313]]}

# 5
{"formula": "C24H43NP2Pt", "method": "ωB97M-V/def2-TZVPD", "orbital_gap_ev": [6.0, 3.9], "homo_ev": [-10.82, -13.46], "total_charge": 2, "spin_multiplicity": 5, "e_above_lowest_kcal_mol": 0.0, "elements": ["P", "P", "C", "C", "H", "H", "H", "H", "C", "H", "H", "H", "C", "H", "H", "H", "C", "H", "H", "H", "C", "H", "H", "H", "Pt", "C", "C", "C", "C", "C", "C", "C", "C", "C", "H", "H", "H", "H", "H", "H", "H", "H", "H", "H", "H", "H", "H", "H", "H", "C", "N", "C", "C", "C", "C", "C", "C", "C", "C", "H", "H", "H", "H", "H", "H", "H", "H", "H", "H", "H", "H"], "coordinates": [[-2.1377, -1.7126, -1.7417], [-2.3461, 1.7120, -1.3707], [-3.3582, -0.6710, -2.6666], [-2.9140, 0.8001, -2.8540], [-4.3230, -0.7539, -2.1429], [-3.4473, -1.1339, -3.6623], [-2.0642, 0.8527, -3.5537], [-3.7404, 1.3994, -3.2659], [-3.8567, 2.6339, -0.8520], [-3.5780, 3.3956, -0.1132], [-4.6092, 1.9804, -0.3995], [-4.3014, 3.1299, -1.7221], [-1.5293, 3.1719, -2.1100], [-2.1235, 3.4787, -2.9829], [-0.5006, 2.9302, -2.4114], [-1.5112, 3.9876, -1.3680], [-3.0271, -2.2027, -0.2497], [-2.3675, -1.9709, 0.5967], [-3.2206, -3.2755, -0.3021], [-3.9542, -1.6326, -0.1423], [-2.0696, -3.1958, -2.8196], [-1.0319, -3.3242, -3.1593], [-2.7146, -3.0637, -3.7021], [-2.3827, -4.0787, -2.2430], [2.1053, 0.3228, -3.1855], [2.8708, 1.6386, -4.5720], [1.4312, 1.6456, -4.6631], [0.6636, 0.8879, -5.7475], [0.9587, -0.6322, -5.8478], [1.6104, -1.1641, -4.5885], [3.0363, -1.0846, -4.4287], [3.9024, -0.4932, -5.5340], [3.6964, 1.0286, -5.6943], [1.4728, -1.0840, -1.7686], [3.3473, 2.4657, -4.0291], [0.8943, 2.5465, -4.3157], [0.7467, 1.3303, -6.7593], [-0.3960, 0.9937, -5.4536], [-0.0059, -1.1423, -5.9872], [1.5419, -0.8963, -6.7508], [1.1412, -2.0541, -4.1627], [3.5404, -1.8746, -3.8388], [3.7585, -1.0186, -6.4929], [4.9600, -0.6546, -5.2731], [4.6705, 1.5413, -5.7070], [3.2133, 1.2675, -6.6542], [0.9269, -0.5810, -0.9487], [2.3988, -1.5189, -1.3739], [0.8353, -1.8424, -2.2318], [-1.2395, 0.8121, 1.3996], [0.1327, 0.6517, 0.9814], [1.0030, 0.2490, 2.0634], [0.5650, 1.5798, -0.0581], [2.0490, 1.7610, -0.2829], [2.7510, 2.3646, 0.7794], [4.1413, 2.4747, 0.7396], [4.8036, 2.2212, -0.4642], [4.0872, 1.7382, -1.5748], [2.7390, 1.4322, -1.4680], [-1.5352, -0.0234, 2.0509], [-1.9186, 0.7962, 0.5081], [-1.4131, 1.7660, 1.9332], [1.9580, -0.1220, 1.6768], [1.1834, 1.0723, 2.7706], [0.4919, -0.5612, 2.5932], [0.0771, 1.2700, -0.9988], [0.1497, 2.5869, 0.1713], [2.1874, 2.7063, 1.6540], [4.6903, 2.7605, 1.6427], [5.8790, 2.3689, -0.5468], [4.6003, 1.5464, -2.5207]]}

# 6
{"formula": "C6H9FN2Si", "method": "ωB97M-V/def2-TZVPD", "orbital_gap_ev": [9.1, 8.4], "homo_ev": [-8.62, -11.37], "spin_multiplicity": 3, "e_above_lowest_kcal_mol": 0.0, "elements": ["C", "C", "C", "C", "C", "C", "N", "N", "F", "Si", "H", "H", "H", "H", "H", "H", "H", "H", "H"], "coordinates": [[-2.7949, -1.0198, 0.3408], [-1.9163, 1.1923, 0.4450], [-2.4082, -0.0187, -2.3722], [1.3725, 0.4488, 1.4518], [0.2125, -2.5502, 1.0384], [-1.7369, -0.1558, 0.3645], [-3.6147, -1.8574, 0.4686], [-2.0348, 2.3296, 0.6369], [0.5767, -0.3897, -1.0704], [0.1384, -0.6344, 0.5072], [-1.4683, -0.2880, -2.7915], [-2.9742, -0.8921, -2.1625], [-2.8372, 0.9554, -2.3633], [1.9626, 1.2416, 0.8638], [0.8591, 0.8557, 2.3121], [2.0933, -0.1665, 1.9641], [0.7051, -2.6341, 1.9740], [-0.7876, -3.0771, 0.9397], [0.8038, -3.1070, 0.3837]]}

# 7
{"formula": "CH3NO2", "method": "ωB97M-V/def2-TZVPD", "orbital_gap_ev": 2.6, "homo_ev": 1.49, "total_charge": -2, "e_above_lowest_kcal_mol": 109.3, "elements": ["C", "N", "O", "O", "H", "H", "H"], "coordinates": [[-1.2360, -1.7413, -0.8902], [-3.2104, 0.3187, -0.1405], [-4.4489, 0.2680, 0.1346], [-2.8104, 1.1322, -1.0228], [-0.6835, -0.8733, -1.3825], [13.0496, 2.8183, 3.1330], [-0.6604, -1.9226, 0.1684]]}

# 8
{"formula": "C15H15Cl3IIrNO3P", "method": "ωB97M-V/def2-TZVPD", "orbital_gap_ev": [4.9, 5.5], "homo_ev": [-18.18, -18.73], "total_charge": 3, "spin_multiplicity": 2, "e_above_lowest_kcal_mol": 59.0, "elements": ["Ir", "I", "C", "C", "C", "C", "C", "C", "C", "C", "C", "C", "H", "H", "H", "H", "H", "H", "C", "O", "P", "O", "C", "O", "C", "H", "H", "H", "H", "H", "H", "H", "H", "H", "Cl", "C", "Cl", "Cl", "C", "N"], "coordinates": [[-0.5165, -0.2283, 0.6496], [-1.6794, 1.9632, 1.9090], [-2.2849, 0.5734, 3.2986], [-3.1613, 1.0153, 4.3418], [-3.5483, 0.1659, 5.3336], [-3.0869, -1.1732, 5.3190], [-2.2448, -1.6237, 4.2914], [-1.7904, -2.9382, 4.3166], [-0.9057, -3.4252, 3.3050], [-0.5084, -2.5984, 2.3026], [-0.9684, -1.2257, 2.1949], [-1.8327, -0.7385, 3.2386], [-3.5052, 2.0427, 4.3462], [-4.1994, 0.5083, 6.1273], [-3.3889, -1.8571, 6.1039], [-2.0991, -3.6002, 5.1182], [-0.5606, -4.4499, 3.3547], [0.1641, -2.9671, 1.5362], [-2.5425, -1.8942, -3.9752], [-2.1788, -0.8474, -2.9985], [-1.2619, -1.0680, -1.7543], [-2.2572, -0.5798, -0.4616], [-3.7035, -0.3987, -0.3818], [-0.5473, 0.4108, -1.5915], [0.0705, 1.2159, -2.6612], [-3.3923, -1.4992, -4.5195], [-2.8141, -2.8121, -3.4607], [-1.7059, -2.0588, -4.6470], [-3.9018, 0.4913, 0.2071], [-4.1492, -1.2816, 0.0678], [-4.0744, -0.2541, -1.3930], [-0.3856, 2.1993, -2.6170], [-0.1393, 0.7488, -3.6186], [1.1399, 1.2649, -2.4846], [4.7635, 0.4092, 0.0149], [3.9745, 0.4806, 1.5755], [4.5015, -0.8088, 2.6435], [4.1239, 2.0571, 2.3232], [2.5259, 0.2499, 1.3259], [1.4117, 0.0739, 1.1308]]}